{"formula": "C17H28LuN7O3S4Sb", "method": "ωB97M-V/def2-TZVPD", "max_force_ev_per_a": 1.811, "charge": -1, "e_above_lowest_kcal_mol": 31.7, "homo_lumo_gap_ev": 5.23, "elements": ["Lu", "N", "C", "C", "N", "C", "C", "N", "C", "C", "N", "H", "H", "H", "H", "H", "H", "H", "H", "H", "H", "H", "H", "H", "H", "H", "H", "H", "H", "O", "C", "O", "C", "C", "C", "C", "C", "C", "C", "C", "C", "N", "H", "H", "H", "H", "H", "H", "S", "Sb", "S", "S", "S", "N", "C", "N", "O", "H", "H", "H", "H"], "xyz": [[-0.030, 0.872, 1.056], [0.189, -1.540, -0.207], [-0.870, -2.489, -0.543], [-1.756, -2.769, 0.682], [-1.937, -1.581, 1.519], [-3.248, -0.961, 1.311], [-3.502, -0.527, -0.134], [-2.471, 0.402, -0.589], [-1.795, -1.931, 2.938], [-0.380, -2.382, 3.303], [0.588, -1.394, 2.837], [0.739, -1.328, -1.036], [0.821, -1.963, 0.467], [-0.473, -3.451, -0.910], [-1.474, -2.063, -1.344], [-1.275, -3.552, 1.271], [-2.718, -3.178, 0.340], [-3.303, -0.076, 1.952], [-4.056, -1.649, 1.615], [-4.504, -0.072, -0.165], [-3.521, -1.393, -0.802], [-2.656, 1.292, -0.113], [-2.595, 0.592, -1.583], [-2.513, -2.720, 3.218], [-2.028, -1.045, 3.544], [-0.132, -3.352, 2.854], [-0.357, -2.513, 4.394], [1.530, -1.775, 2.903], [0.576, -0.587, 3.486], [2.410, 4.144, -0.456], [1.604, 3.221, -0.502], [0.977, 2.728, 0.489], [1.391, 2.520, -1.833], [2.125, 2.995, -2.933], [2.074, 2.320, -4.120], [1.237, 1.186, -4.211], [1.115, 0.418, -5.383], [0.277, -0.667, -5.435], [-0.492, -1.004, -4.316], [-0.395, -0.272, -3.162], [0.490, 0.817, -3.057], [0.598, 1.460, -1.866], [2.730, 3.875, -2.774], [2.646, 2.631, -4.984], [1.700, 0.706, -6.248], [0.195, -1.252, -6.341], [-1.172, -1.844, -4.361], [-0.991, -0.488, -2.296], [-2.352, 0.843, 4.884], [-1.122, 2.423, 3.741], [1.085, 1.525, 3.442], [-2.004, 2.592, 1.526], [-1.090, 4.434, 4.837], [3.525, 2.112, 1.539], [3.378, 0.799, 1.362], [4.446, 0.021, 1.736], [2.408, 0.271, 0.800], [4.237, 2.485, 2.142], [2.718, 2.707, 1.358], [5.111, 0.399, 2.389], [4.291, -0.972, 1.767]]}